DFT (ωB97M-V/def2-TZVPD) results for a structure of composition C32H23ClF3N2O10PSTa.

Last column: Löwdin charge in e.
Positions of all 74 atoms, in Å:
1 Ta -0.2790 0.1478 0.4160  1.947
2 O 1.8243 -2.4310 -2.2079  0.123
3 C 1.0510 -1.9002 -1.3520  -0.454
4 O 0.9750 -0.6778 -1.1175  -0.069
5 C 0.1466 -2.7822 -0.5632  -0.155
6 C 0.0782 -4.1580 -0.5697  0.063
7 C -0.8314 -4.7619 0.2985  0.017
8 C -1.6137 -3.9873 1.1423  0.068
9 C -1.4695 -2.6112 1.0811  -0.126
10 N -0.6305 -2.0501 0.2296  0.038
11 C -2.1555 -1.5919 1.9582  -0.487
12 O -2.9879 -1.8745 2.7628  0.176
13 O -1.7041 -0.3639 1.6940  -0.166
14 H 2.4208 -1.7048 -2.7329  -0.028
15 H 0.7186 -4.7351 -1.2211  0.136
16 H -0.9134 -5.8400 0.3234  0.127
17 H -2.3110 -4.4188 1.8466  0.140
18 C 1.6860 5.5897 -1.8501  -0.059
19 C 0.8723 5.0289 -2.8246  -0.062
20 C -0.1538 4.1716 -2.4581  -0.061
21 C -0.3633 3.8893 -1.1102  -0.288
22 C 0.4620 4.4440 -0.1299  -0.056
23 C 1.4872 5.2944 -0.5068  -0.052
24 P -1.6769 2.8140 -0.5724  0.884
25 C -3.0855 3.7614 -0.0599  -0.274
26 C -3.2050 5.1110 -0.3811  -0.059
27 C -4.3387 5.8070 0.0112  -0.059
28 C -5.3362 5.1579 0.7233  -0.053
29 C -5.2133 3.8115 1.0493  -0.055
30 C -4.0908 3.1067 0.6557  -0.054
31 C -2.0731 1.5835 -1.7917  -0.310
32 C -2.8594 1.8349 -2.9121  -0.071
33 C -3.1086 0.8071 -3.8028  -0.058
34 C -2.5685 -0.4488 -3.5554  -0.054
35 C -1.7869 -0.6761 -2.4320  -0.099
36 C -1.5098 0.3266 -1.4974  -0.194
37 H 2.4864 6.2582 -2.1396  0.111
38 H 1.0398 5.2524 -3.8695  0.112
39 H -0.7773 3.7165 -3.2176  0.106
40 H 0.3183 4.1933 0.9146  0.108
41 H 2.1329 5.7233 0.2475  0.115
42 H -2.4148 5.6159 -0.9227  0.109
43 H -4.4380 6.8561 -0.2315  0.113
44 H -6.2162 5.7055 1.0336  0.114
45 H -5.9919 3.3155 1.6126  0.114
46 H -3.9827 2.0594 0.9136  0.117
47 H -3.2877 2.8177 -3.0757  0.118
48 H -3.7239 0.9763 -4.6758  0.114
49 H -2.7655 -1.2610 -4.2435  0.113
50 H -1.4047 -1.6817 -2.2949  0.089
51 S 3.4333 -0.4141 -3.5969  0.709
52 C 4.7281 -0.5626 -2.4997  -0.723
53 N 5.2636 0.5649 -1.9670  0.064
54 C 6.2746 0.5926 -1.0684  -0.062
55 C 6.8361 -0.5696 -0.6418  -0.042
56 C 6.3368 -1.7742 -1.1672  -0.026
57 C 5.3126 -1.7740 -2.0766  -0.074
58 H 4.8294 1.4329 -2.2538  0.147
59 H 6.5804 1.5698 -0.7261  0.138
60 H 7.6400 -0.5534 0.0773  0.118
61 H 6.7711 -2.7139 -0.8515  0.122
62 H 4.9321 -2.6930 -2.4964  0.115
63 O 0.8669 2.9933 3.4598  -0.353
64 Cl 0.6013 1.5977 3.6078  1.072
65 O 0.6176 1.1456 4.9575  -0.336
66 O 2.0566 0.8682 3.0195  -0.171
67 O -1.1681 1.9499 0.6087  -0.439
68 F 3.3591 -0.6489 0.1306  0.152
69 C 3.3433 0.0166 1.2981  -0.541
70 F 4.0492 1.1385 1.1244  0.170
71 F 3.9644 -0.7418 2.1951  0.191
72 C 1.8885 0.3372 1.7313  -0.728
73 O 1.0766 -0.7650 1.6796  -0.161
74 O 1.2905 1.2600 0.8684  -0.208

2S+1 ... 1
ΔE to the lowest compared entry with this formula, charge and spin ... 0.000 eV
Net charge ... +1
Orbital gap ... 0.2619 Ha
F_max ... 0.152 eV Å⁻¹
E_HOMO ... -10.9 eV

=====

DFT (ωB97M-V/def2-TZVPD) results for a structure of composition C32H31N6O3Ta at a distorted geometry.

Last column: Löwdin charge in e.
Positions of all 73 atoms, in Å:
1 Ta 0.3466 -0.5453 -0.2633  1.722
2 C -0.1510 -3.8678 2.8736  -0.048
3 C 0.1091 -3.2050 1.6807  -0.056
4 N -0.3358 -1.9666 1.4789  0.004
5 C -1.0643 -1.3761 2.4438  -0.170
6 C -1.3010 -2.0611 3.6334  -0.019
7 N -0.8409 -3.2841 3.8425  0.139
8 C -1.5406 -0.0114 2.1529  -0.168
9 C -2.3007 0.7274 3.0283  0.086
10 C -2.6609 2.0517 2.7245  -0.072
11 C -2.2235 2.5424 1.4928  0.087
12 C -1.4962 1.7396 0.6342  -0.162
13 N -1.1481 0.4738 0.9515  0.006
14 C -0.9143 2.2334 -0.6113  -0.167
15 C -1.2314 3.4552 -1.2038  -0.023
16 N -0.5417 3.9391 -2.2205  0.139
17 C 0.4692 3.2100 -2.6811  -0.046
18 C 0.7416 1.9457 -2.1851  -0.057
19 N 0.0392 1.4479 -1.1583  -0.016
20 C -3.4242 2.8847 3.6707  -0.158
21 C -3.7427 2.4291 4.9512  0.006
22 C -4.4526 3.2567 5.8092  -0.099
23 N -4.8449 4.4761 5.4705  0.098
24 C -4.5535 4.9231 4.2572  -0.097
25 C -3.8532 4.1686 3.3275  0.008
26 H 0.2024 -4.8747 3.0538  0.134
27 H 0.6663 -3.6737 0.8797  0.127
28 H -1.8634 -1.6187 4.4454  0.130
29 H -2.6188 0.2880 3.9590  0.109
30 H -2.4237 3.5617 1.2079  0.112
31 H -2.0679 4.0500 -0.8584  0.133
32 H 1.0613 3.6442 -3.4764  0.135
33 H 1.5030 1.3110 -2.6190  0.121
34 H -3.4493 1.4539 5.3134  0.106
35 H -4.7166 2.9274 6.8070  0.123
36 H -4.8946 5.9231 4.0176  0.123
37 H -3.6687 4.6027 2.3553  0.107
38 C 4.4851 0.7028 1.4566  0.012
39 C 3.5149 -0.3756 1.0109  -0.499
40 C 3.9959 -1.7820 1.3625  0.018
41 O 2.1918 -0.1420 1.5899  -0.082
42 C 3.3265 -0.3192 -0.5107  -0.477
43 O 4.1872 -0.0221 -1.2715  0.206
44 O 2.0720 -0.6565 -0.8677  -0.192
45 H 4.7278 0.5886 2.5143  0.104
46 H 4.0578 1.6916 1.2889  0.104
47 H 5.4042 0.6286 0.8801  0.108
48 H 4.1131 -1.8826 2.4422  0.104
49 H 4.9603 -1.9669 0.8913  0.115
50 H 3.2843 -2.5311 1.0083  0.085
51 H 2.3337 -0.0239 2.5353  0.121
52 C -1.4274 -0.5646 -3.8625  -0.043
53 C -0.6182 -1.7107 -3.1917  -0.572
54 C -1.3142 -3.0240 -3.6006  -0.030
55 C -0.8098 -1.4229 -1.7229  -0.120
56 C 0.8286 -1.7799 -3.6672  -0.218
57 C 1.6296 -2.8318 -3.2171  -0.063
58 C 2.9234 -2.9912 -3.6818  -0.064
59 C 3.4524 -2.0971 -4.6027  -0.065
60 C 2.6682 -1.0530 -5.0612  -0.059
61 C 1.3627 -0.9036 -4.6046  -0.044
62 H -2.4729 -0.6364 -3.5647  0.094
63 H -1.3777 -0.6747 -4.9465  0.102
64 H -1.0542 0.4221 -3.5881  0.062
65 H -2.3568 -3.0304 -3.2773  0.090
66 H -0.8154 -3.8941 -3.1778  0.081
67 H -1.2859 -3.1185 -4.6859  0.107
68 H -1.8257 -1.7226 -1.4318  0.067
69 H 1.2223 -3.5497 -2.5135  0.107
70 H 3.5272 -3.8206 -3.3346  0.112
71 H 4.4605 -2.2211 -4.9734  0.114
72 H 3.0629 -0.3554 -5.7889  0.113
73 H 0.7517 -0.1114 -5.0211  0.105

2S+1 ... 1
Net charge ... +2
Orbital gap ... 0.2130 Ha
F_max ... 3.909 eV Å⁻¹
E_HOMO ... -13.5 eV

=====

DFT (ωB97M-V/def2-TZVPD) results for a cluster of 2 separate species, C8H16N2O in total at a distorted geometry.

Last column: Löwdin charge in e.
Positions of all 27 atoms, in Å:
1 C 0.9527 -1.6017 0.1151  -0.139
2 C 1.9458 -0.5550 0.5624  -0.278
3 C 3.2911 -0.5864 -0.2062  -0.229
4 C 4.1294 0.6544 0.0448  -0.316
5 C -5.1119 1.6469 0.0460  0.006
6 C -4.2024 0.4493 -0.0134  -0.415
7 C -3.2035 -1.3546 -0.4837  -0.117
8 C -2.4428 -0.7002 0.4309  -0.098
9 H 0.3161 -1.8837 0.9735  0.062
10 H 1.4169 -2.4949 -0.3514  0.080
11 H 0.2951 -1.2000 -0.6743  0.070
12 H 2.1450 -0.6606 1.6437  0.109
13 H 1.4903 0.4489 0.4469  0.101
14 H 3.1142 -0.7351 -1.2646  0.104
15 H 3.8381 -1.4624 0.1307  0.105
16 H 5.1172 0.5336 -0.4611  0.108
17 H 4.3489 0.7515 1.1256  0.116
18 H 3.9172 2.6643 -0.2646  0.063
19 H 3.2581 1.7479 -1.4136  0.074
20 H -6.1367 1.3456 0.3051  0.086
21 H -5.1854 2.1013 -0.9429  0.081
22 H -4.7466 2.3979 0.7405  0.078
23 H -2.9944 -2.2802 -1.0113  0.106
24 H -1.5186 -0.9126 0.9404  0.088
25 N 3.3799 1.8177 -0.4042  -0.018
26 N -4.3331 -0.6001 -0.7495  0.118
27 O -3.0807 0.4683 0.7353  0.056

2S+1 ... 1
ΔE to the lowest compared entry with this formula, charge and spin ... 0.916 eV
SMILES ... Cc1ncco1.CCCCN
Orbital gap ... 0.3701 Ha
F_max ... 1.168 eV Å⁻¹
E_HOMO ... -9.0 eV

=====

DFT (ωB97M-V/def2-TZVPD) results for a structure of composition C19H30N2O3S5Ti.

Last column: Löwdin charge in e.
Positions of all 60 atoms, in Å:
1 Ti 2.4511 -0.8493 -2.4735  0.517
2 C 3.3220 -4.0285 -2.1109  -0.429
3 C 2.0794 -3.9208 -3.0027  -0.421
4 S 2.4753 -2.5922 -4.1990  0.943
5 C 1.0445 -1.8801 -5.0909  -0.423
6 C 1.5668 -0.5598 -5.6721  -0.433
7 S 1.9236 0.7173 -4.3821  0.935
8 C 3.5830 1.4383 -4.7539  -0.439
9 C 4.4924 1.4662 -3.5215  -0.445
10 S 4.8804 -0.2855 -3.1757  0.918
11 C 5.5655 -0.5684 -1.5036  -0.441
12 C 5.3762 -2.0625 -1.2181  -0.435
13 S 3.6000 -2.5455 -1.0357  0.934
14 H 4.2248 -4.1716 -2.7051  0.099
15 H 3.2164 -4.8845 -1.4466  0.108
16 H 1.1647 -3.6950 -2.4579  0.095
17 H 1.9517 -4.8600 -3.5410  0.115
18 H 0.1957 -1.7562 -4.4216  0.093
19 H 0.7626 -2.5413 -5.9101  0.115
20 H 0.8139 -0.1384 -6.3364  0.108
21 H 2.4798 -0.7086 -6.2490  0.100
22 H 3.4093 2.4574 -5.0960  0.108
23 H 4.0219 0.8740 -5.5768  0.100
24 H 4.0308 1.9526 -2.6618  0.099
25 H 5.4058 2.0082 -3.7651  0.114
26 H 5.0917 0.0755 -0.7627  0.101
27 H 6.6329 -0.3489 -1.5102  0.113
28 H 5.8577 -2.3114 -0.2737  0.107
29 H 5.8150 -2.6840 -1.9987  0.100
30 C -6.2303 1.0754 1.5604  -0.072
31 C -5.1565 1.7269 2.4209  -0.207
32 C -4.1121 2.4999 1.6177  -0.089
33 N -3.3382 1.5701 0.7154  0.100
34 C -2.5251 0.6108 1.0895  -0.493
35 S -2.2418 -0.5581 -0.2756  1.378
36 N -2.0066 0.3624 2.2538  0.180
37 C -1.6091 1.5977 3.2600  -0.287
38 O -1.0899 2.4686 2.6601  0.198
39 C -1.9827 1.3677 4.6206  -0.173
40 C -2.6551 0.2080 5.0462  -0.024
41 C -3.0118 0.0836 6.3693  -0.021
42 C -2.6877 1.1005 7.2696  0.018
43 C -2.0273 2.2555 6.8518  -0.006
44 C -1.6579 2.3907 5.5316  0.031
45 H -6.9848 0.6035 2.1875  0.097
46 H -5.8291 0.2907 0.9103  0.066
47 H -6.7400 1.8099 0.9354  0.095
48 H -4.6664 0.9926 3.0658  0.097
49 H -5.5989 2.4693 3.0904  0.142
50 H -3.4061 3.0427 2.2414  0.121
51 H -4.5776 3.2155 0.9425  0.148
52 H -3.5748 1.6473 -0.2691  0.158
53 H -1.5023 -0.5071 2.3982  0.154
54 H -2.8899 -0.5939 4.3576  0.112
55 H -3.5468 -0.7917 6.7104  0.129
56 H -2.9585 0.9901 8.3122  0.136
57 H -1.8212 3.0488 7.5564  0.134
58 H -1.1253 3.2684 5.1898  0.139
59 O 1.0859 -0.6545 -1.6516  -0.407
60 O -0.9671 -1.1882 -0.1161  -0.308

2S+1 ... 1
ΔE to the lowest compared entry with this formula, charge and spin ... 1.040 eV
Net charge ... +4
Orbital gap (spin up / spin down) ... 0.0997 / 0.0995 Ha
F_max ... 0.506 eV Å⁻¹
E_HOMO (spin up / spin down) ... -18.7 / -18.7 eV

=====

DFT (ωB97M-V/def2-TZVPD) results for a structure of composition C13H28AsF6N3O2PtSSb.

Last column: Löwdin charge in e.
Positions of all 56 atoms, in Å:
1 Pt 0.4660 0.7525 0.3283  1.509
2 C 0.9675 -3.6172 -2.9482  -0.072
3 C -0.1819 -4.3293 -2.2461  -0.248
4 C -0.5357 -3.6636 -0.9157  -0.252
5 S -1.3100 -2.0584 -1.2130  1.139
6 O -1.1554 -1.0927 -0.0944  -0.475
7 C -3.0017 -2.2324 -1.8206  -0.239
8 C -4.0321 -2.2939 -0.6791  -0.243
9 C -3.9306 -3.5125 0.2197  -0.078
10 H 1.0559 -3.9540 -3.9789  0.103
11 H 1.9135 -3.8002 -2.4392  0.093
12 H 0.7962 -2.5327 -2.9878  0.063
13 H 0.0811 -5.3563 -1.9806  0.147
14 H -1.0644 -4.4066 -2.8854  0.118
15 H 0.3328 -3.4238 -0.2986  0.116
16 H -1.3023 -4.1800 -0.3238  0.110
17 H -2.9131 -3.1667 -2.3871  0.118
18 H -3.1600 -1.4084 -2.5177  0.123
19 H -4.9800 -2.2870 -1.2273  0.146
20 H -3.9984 -1.3620 -0.1128  0.115
21 H -3.8854 -4.4387 -0.3563  0.101
22 H -4.8206 -3.5774 0.8437  0.104
23 H -3.0743 -3.4632 0.8978  0.072
24 N -1.0792 1.8071 5.6121  0.357
25 C -0.2694 1.1721 4.7871  -0.252
26 C -0.3839 1.3101 3.3646  0.056
27 N 0.4624 0.6433 2.5685  -0.041
28 C 1.3870 -0.1292 3.1514  0.026
29 C 1.4754 -0.2480 4.5747  0.025
30 N 0.6729 0.3829 5.3732  0.217
31 H -1.8303 2.4249 5.3160  0.179
32 H -0.9518 1.6658 6.6177  0.192
33 H -1.1427 1.9368 2.9129  0.147
34 H 2.0905 -0.6508 2.5099  0.114
35 H 2.2417 -0.8865 5.0048  0.163
36 C 1.8752 4.6938 0.1082  -0.160
37 As 0.6919 3.9588 -1.1897  1.188
38 C -0.8620 5.0202 -1.4637  -0.151
39 C 1.5521 3.4617 -2.8118  -0.142
40 O -0.0458 2.4225 -0.5211  -0.573
41 H 2.3481 5.5565 -0.3702  0.082
42 H 2.6426 3.9728 0.3820  0.045
43 H 1.3132 5.0358 0.9755  0.064
44 H -0.5153 5.9702 -1.8822  0.085
45 H -1.3730 5.2068 -0.5214  0.066
46 H -1.5196 4.5273 -2.1780  0.071
47 H 2.1625 4.3211 -3.1048  0.086
48 H 0.7982 3.2713 -3.5743  0.075
49 H 2.1988 2.5971 -2.6638  0.024
50 F 1.6466 -0.7623 -0.4964  -0.479
51 Sb 3.6599 -0.0435 -0.6378  1.553
52 F 2.5681 1.4025 0.3441  -0.451
53 F 2.9529 0.7951 -2.1494  -0.315
54 F 5.1710 0.9784 -0.4828  -0.250
55 F 4.0546 -1.6153 -1.5076  -0.260
56 F 3.7406 -0.7949 1.0755  -0.310

2S+1 ... 6
ΔE to the lowest compared entry with this formula, charge and spin ... 1.467 eV
Net charge ... +4
Orbital gap (spin up / spin down) ... 0.3171 / 0.2384 Ha
F_max ... 0.412 eV Å⁻¹
E_HOMO (spin up / spin down) ... -21.7 / -22.2 eV

=====

DFT (ωB97M-V/def2-TZVPD) results for a cluster of 2 separate species, C4H11NO in total at a distorted geometry.

Last column: Löwdin charge in e.
Positions of all 17 atoms, in Å:
1 C 1.7190 0.5640 0.2109  -0.073
2 O 0.7925 -2.1621 1.3793  -0.259
3 C 0.3056 0.8184 -0.0894  -0.512
4 C -0.4783 -0.3730 -0.5114  -0.235
5 C -2.0209 -0.3339 -0.1427  -0.096
6 N -0.0452 1.7025 -1.2570  0.268
7 H 2.4580 0.5938 -0.6899  0.119
8 H 1.7537 -0.3916 0.7708  0.058
9 H 2.2200 1.2730 0.9049  0.082
10 H -0.3303 1.2039 0.7976  0.166
11 H -0.1792 -0.4444 -1.5656  0.119
12 H -0.2420 -1.3198 0.1583  0.120
13 H -2.2036 -0.1592 0.9334  0.073
14 H -2.6298 -1.2546 -0.5319  0.104
15 H -2.4168 0.5507 -0.7549  0.073
16 H -0.1145 2.6283 -0.9251  0.040
17 H 1.4118 -2.8958 1.3126  -0.046

2S+1 ... 1
ΔE to the lowest compared entry with this formula, charge and spin ... 9.023 eV
Orbital gap ... 0.1517 Ha
F_max ... 4.103 eV Å⁻¹
E_HOMO ... -8.4 eV